(1)
C22H21BF8N2O6Sn | wB97M-V/def2-TZVPD

```
61
Properties=species:S:1:pos:R:3
C 2.400 4.692 3.688
C 3.283 3.487 3.196
C 4.757 3.513 3.149
C 5.488 2.319 2.642
C 4.786 1.109 2.168
C 3.315 1.082 2.203
C 2.435 -0.096 1.701
O 2.174 -1.123 2.700
C 0.863 -1.557 2.483
O -0.028 -0.983 3.068
C 0.458 -2.734 1.548
C 0.318 -4.124 2.077
C -0.103 -5.208 1.175
N -0.395 -4.981 -0.166
C -0.857 -6.190 -0.938
O -0.060 -6.950 -1.476
O -2.136 -6.380 -1.049
C -0.272 -3.736 -0.748
C -0.602 -3.555 -2.270
C -2.039 -2.895 -2.475
O -1.865 -1.588 -3.072
C -2.812 -0.661 -2.568
C -2.485 0.826 -3.032
F -2.656 0.897 -4.413
F -1.155 1.145 -2.775
C -3.519 1.773 -2.308
F -4.762 1.445 -2.805
F -3.599 1.563 -0.935
C -3.274 3.332 -2.536
F -2.177 3.648 -3.455
F -4.402 3.852 -3.108
C -3.138 4.130 -1.092
F -3.065 5.573 -1.411
F -1.880 3.809 -0.403
C 0.153 -2.575 0.092
B 0.270 -1.139 -0.631
N -0.554 -0.022 -0.116
O 1.164 -0.881 -1.727
C 2.592 2.275 2.720
H 1.582 4.352 4.392
H 3.024 5.516 4.138
H 1.864 5.103 2.776
H 5.274 4.443 3.487
H 6.601 2.391 2.601
H 5.374 0.248 1.770
H 1.431 0.354 1.429
H 2.815 -0.583 0.753
H 0.520 -4.396 3.140
H -0.188 -6.241 1.611
H -0.629 -4.547 -2.813
H 0.166 -2.935 -2.809
H -2.608 -3.539 -3.213
H -2.645 -2.896 -1.528
H -3.835 -0.949 -2.962
H -2.819 -0.749 -1.437
H -4.043 3.969 -0.432
H -0.729 -0.170 0.885
H 0.043 0.815 -0.207
H 1.873 -0.345 -1.314
H 1.469 2.274 2.737
Sn -1.162 4.790 -2.102
```

Charge: +2
E_HOMO, eV: -11.84
Total energy, Eh: -2449.01923

Here are the Mulliken charges for atoms 1 to 4, given in e: number 1, C, carries -1.1182; number 2, C, carries 0.4599; number 3, C, carries -0.6619; number 4, C, carries -0.5189

=====

(2)
C4H12N2Si | wB97M-V/def2-TZVPD

```
19
Properties=species:S:1:pos:R:3
C -2.177 -1.196 1.456
C -1.729 -0.827 0.294
C 2.150 0.711 1.162
C 0.712 0.121 -1.824
N -0.935 1.811 -0.150
N 0.997 -0.149 1.071
Si -0.194 0.239 -0.106
H -2.985 -1.823 1.562
H -1.822 -0.902 2.497
H -2.356 -1.183 -0.490
H 2.712 0.730 2.134
H 3.006 0.489 0.508
H 1.914 1.683 0.924
H 0.403 -0.653 -2.476
H 0.634 1.014 -2.382
H 1.784 0.013 -1.526
H -1.949 1.823 -0.193
H -0.449 2.680 -0.506
H 0.719 -0.673 1.955
```

E_HOMO (alpha / beta), eV: -3.06 / -8.64
Multiplicity: 3
Total energy, Eh: -558.39806

Here are the Mulliken charges for atoms 1 to 4, given in e: number 1, C, carries -0.9467; number 2, C, carries -0.4118; number 3, C, carries -1.1423; number 4, C, carries -1.0070

=====

(3)
B6F24Zn | wB97M-V/def2-TZVPD

```
31
Properties=species:S:1:pos:R:3
Zn 0.059 -0.112 -0.353
B -1.247 2.248 2.354
F -2.480 2.735 1.829
F -0.681 1.298 1.484
F -0.404 3.376 2.531
F -1.506 1.695 3.624
B -0.336 -2.429 2.245
F 0.782 -3.188 2.615
F 0.036 -1.233 1.514
F -1.097 -3.217 1.355
F -1.043 -2.069 3.387
B 2.367 1.059 -0.796
F 3.585 0.356 -0.850
F 2.568 2.390 -1.125
F 1.441 0.488 -1.760
F 1.766 0.886 0.450
B -0.921 3.081 -1.695
F 0.159 3.486 -2.503
F -2.089 3.029 -2.442
F -0.623 1.749 -1.170
F -1.065 3.974 -0.632
B -2.165 -0.954 -1.410
F -0.843 -1.172 -1.815
F -2.819 -2.199 -1.303
F -2.119 -0.357 -0.137
F -2.863 -0.125 -2.293
B 2.314 -2.961 -0.622
F 1.385 -1.865 -0.674
F 3.292 -2.688 0.342
F 1.648 -4.139 -0.256
F 2.898 -3.140 -1.894
```

Charge: -4
E_HOMO, eV: -0.53
Total energy, Eh: -4326.56975

Here are the Mulliken charges for atoms 1 to 4, given in e: number 1, Zn, carries 3.9474; number 2, B, carries -0.0253; number 3, F, carries -0.4534; number 4, F, carries 0.1418